The following is a DFT calculation (ωB97M-V with the def2-TZVPD basis set) of the molecule C4H5F6OP.

Atoms and positions in Å:
P (-2.07327, -0.19673, -0.82345)
F (-3.57238, -2.20663, 0.07602)
F (-2.78074, 2.49235, 0.14280)
F (-4.55036, 1.40115, -0.45745)
F (-1.47523, -2.67076, -0.19808)
F (-3.65204, 1.04233, 1.48378)
F (-2.13225, -1.61524, 1.55947)
O (-2.53152, -0.45075, -2.17677)
C (-0.32235, 0.33011, -0.68084)
C (-2.33907, -1.74845, 0.25025)
C (-3.41922, 1.32535, 0.21110)
C (0.38544, -0.02996, 0.61341)
H (-0.11015, 0.41213, 1.47381)
H (0.42773, -1.10706, 0.75499)
H (0.14391, -0.14793, -1.54943)
H (-0.31928, 1.40926, -0.85351)
H (1.40728, 0.34271, 0.57574)

energy: -31870.4827 eV
ΔE to the lowest compared entry with this formula, charge and spin: 0.15 kcal per mole
SMILES: CCP(=O)(C(F)(F)F)C(F)(F)F

The following is a DFT calculation (ωB97M-V with the def2-TZVPD basis set) of a cluster of 11 separate species, C10H38N2O15S in total.

Atoms and positions in Å:
S (0.64757, -1.76664, 0.23796)
O (1.32140, 5.27045, -3.96528)
O (-0.69050, 4.95378, 1.94553)
O (2.05781, -3.78413, -2.36966)
O (2.09498, -2.83030, 5.93373)
O (3.09473, -1.04509, 3.48202)
O (4.25636, -4.02785, 3.39526)
O (-0.08243, -0.56062, 0.86196)
O (-2.53161, -2.59443, -0.29083)
O (0.30298, -2.96503, 0.94092)
O (2.15977, 1.31948, 1.81564)
O (-2.90160, 2.65509, 1.80970)
O (0.95524, -3.91825, 3.60713)
O (-1.87895, 2.74033, -4.32945)
O (-4.12693, 1.09547, -2.22996)
O (2.05009, -1.48297, 0.21223)
N (-1.05111, 0.45521, -1.61407)
N (-4.69123, -3.05212, 0.72221)
C (-0.03393, -1.84474, -1.37277)
C (-2.17368, -1.16323, -0.32755)
C (-1.54021, -0.75375, 1.00456)
C (-3.65364, -2.84463, 0.25640)
C (1.26852, 1.41467, -1.53345)
C (-2.08858, 0.46690, 1.69847)
C (-2.40537, 1.68336, 0.87628)
C (2.15542, 2.34669, -2.33089)
C (-1.27599, -0.98618, -1.52966)
C (0.11587, 0.93744, -2.38653)
H (2.60741, -1.28959, 2.68418)
H (1.84521, -3.84607, 3.23605)
H (-3.09100, -0.61066, -0.49524)
H (2.36367, -4.69328, -2.45515)
H (-1.37301, 3.56009, -4.37624)
H (1.29568, 5.61499, -4.86404)
H (2.55702, 1.86605, -3.21800)
H (1.86297, 0.58708, -1.15931)
H (0.85180, 1.93394, -0.67853)
H (0.74303, -1.67773, -2.10590)
H (4.51515, -3.91813, 4.32299)
H (2.48727, -2.54938, 5.09440)
H (1.42379, -3.47348, 5.67186)
H (1.63894, 3.26030, -2.58628)
H (-1.30858, 4.22130, 2.07330)
H (-3.14968, 1.49335, 0.10627)
H (-1.68375, -1.58579, 1.68284)
H (-1.35780, 0.76132, 2.44489)
H (0.39501, -3.68753, 2.85752)
H (-2.98547, 0.16095, 2.23226)
H (-1.83942, -1.35440, -2.38654)
H (-0.26885, 1.80272, -2.90646)
H (-3.78122, 1.43155, -3.06733)
H (2.41981, 0.47293, 1.42991)
H (2.25096, -3.56870, -1.44793)
H (-4.69019, 0.35223, -2.47373)
H (-1.52162, 2.05809, 0.37252)
H (1.09692, 6.02307, -3.40746)
H (3.87770, -1.60960, 3.45548)
H (4.63256, -4.86943, 3.11692)
H (-1.24728, 5.73693, 1.90056)
H (3.00290, 2.63369, -1.71649)
H (-1.84957, 0.82142, -2.11662)
H (-3.49418, 3.25328, 1.33972)
H (-0.33218, -2.88235, -1.45042)
H (0.44192, 0.22875, -3.15036)
H (2.26632, 1.17665, 2.76354)
H (-1.95726, 2.44656, -5.24310)

energy: -55513.1388 eV
SMILES: CCCN[C@H]1CS(=O)(=O)O[C@@H](CCO)[C@@H]1OC#N.O.O.O.O.O.O.O.O.O.O

The following is a DFT calculation (ωB97M-V with the def2-TZVPD basis set) of a structure of composition C13H15N5O4S2.

Atoms and positions in Å:
S (2.00135, 1.33317, 1.80642)
S (-2.05301, -0.42484, 1.90388)
O (-1.91425, 2.14294, 4.51506)
O (2.20718, -0.91410, -0.77726)
O (4.45993, -1.14237, -0.86117)
O (-0.80531, -2.21916, -2.64696)
N (-0.31448, 1.82661, 0.59653)
N (-1.42327, -1.34815, -0.43844)
N (-2.52062, 0.64968, -0.43784)
N (-3.07492, 1.61764, -2.22198)
N (-0.13331, 2.08415, 3.19474)
C (2.08081, -3.20171, 0.55655)
C (-1.30142, -1.62489, -1.85517)
C (-1.65408, 1.70770, 3.43426)
C (-2.54785, 0.42570, -1.77970)
C (1.94433, 1.44088, -0.02223)
C (0.63929, 1.74741, -0.22585)
C (0.36939, 1.79215, 1.72168)
C (-1.98341, -0.51772, 0.21305)
C (-2.42397, 1.05688, 2.45295)
C (3.06807, 1.12454, -0.89597)
C (1.99177, -2.47143, -0.82273)
C (3.34683, -0.51954, -0.82285)
C (-2.02256, -0.41800, -2.54463)
H (-0.76785, -2.06883, 0.16677)
H (-2.40063, 1.68305, 1.53085)
H (2.01579, -4.26676, 0.38191)
H (2.91945, 1.38767, -1.79469)
H (2.80007, -2.79589, -1.47176)
H (-3.35282, 1.72874, -3.16365)
H (3.81493, 1.40359, -0.55474)
H (1.16956, -2.74825, -1.41424)
H (3.06499, -2.75813, 0.89938)
H (0.40815, 2.26253, 3.83046)
H (-3.41646, 1.13480, 2.95688)
H (-3.75715, 2.32723, -1.73611)
H (1.26750, -2.99692, 1.21679)
H (0.37140, 1.84954, -1.21528)
H (-2.07344, -0.28989, -3.67491)

energy: -51024.0605 eV
ΔE to the lowest compared entry with this formula, charge and spin: 282.11 kcal per mole

The following is a DFT calculation (ωB97M-V with the def2-TZVPD basis set) of the molecule C14H18N6O4S2.

Atoms and positions in Å:
S (4.30399, 2.00926, -0.79646)
S (-1.29123, 2.38869, 1.28539)
O (0.33323, -0.17838, 0.91219)
O (3.46667, 3.05852, 1.97010)
O (-0.63495, -2.54190, 1.15730)
O (3.91671, -2.89977, -0.60793)
N (1.46135, -2.95629, 0.38439)
N (1.31400, 3.11066, 1.37542)
N (4.01911, -0.62484, -0.64480)
N (-0.97850, 2.61194, -1.23353)
N (2.24176, 0.67277, 0.10653)
N (0.19638, 2.95092, -0.71787)
C (3.42296, 0.56463, -0.39900)
C (0.23716, 2.87295, 0.56908)
C (1.52142, -0.43767, 0.40297)
C (2.65801, 3.10751, 1.07653)
C (2.04584, -1.69411, 0.16235)
C (-2.47461, -0.55649, -1.11786)
C (-4.85502, -0.09786, -0.46730)
C (0.06188, -4.82107, 0.88771)
C (-1.87054, 2.28654, -0.37484)
C (-3.23279, 1.80701, -0.69095)
C (3.37561, -1.82873, -0.38250)
C (3.03019, 3.23374, -0.38272)
C (-3.40166, 0.32892, -0.29132)
C (0.25024, -3.32768, 0.82769)
H (-1.44953, -0.20076, -1.05497)
H (4.95487, -0.66899, -1.03099)
H (-3.12989, 0.22884, 0.76552)
H (-3.96491, 2.41208, -0.15079)
H (1.13432, 3.00260, 2.36798)
H (-2.50528, -1.57908, -0.75041)
H (2.13156, -3.67838, 0.12007)
H (2.16706, 3.08998, -1.03262)
H (-5.51476, 0.50369, 0.15407)
H (0.17155, -5.25196, -0.10528)
H (3.49633, 4.20386, -0.55690)
H (-4.97489, -1.14070, -0.18470)
H (-0.93132, -5.04168, 1.26794)
H (-5.16137, 0.01433, -1.50523)
H (0.80649, -5.26729, 1.54332)
H (-0.17713, -1.04201, 1.06934)
H (-2.77400, -0.54930, -2.16379)
H (-3.39630, 1.92552, -1.76314)

energy: -53613.0913 eV
SMILES: CC(=O)Nc1c(O)nc(SCC(=O)Nc2nnc(CC(C)C)s2)[nH]c1=O